i.
Formula: C20H19N5O3
Source: the OMol25 dataset
Level of theory: ωB97M-V with the def2-TZVPD basis set

Each line ends with the Löwdin charge.
Cartesian coordinates (Å):
C: 3.524 -2.797 1.688  -0.104
C: 2.712 -1.991 2.641  -0.105
H: 0.668 1.391 -3.176  0.104
C: -4.311 2.903 2.678  -0.078
H: 1.794 -1.544 2.288  0.091
H: -4.258 3.960 2.933  0.095
H: -2.255 -1.802 -3.134  0.140
C: 1.763 0.590 -1.535  -0.105
C: -2.851 0.351 -1.103  -0.025
C: -4.093 0.383 1.389  -0.003
H: 2.671 -2.299 3.674  0.100
N: 0.836 -1.453 -0.439  0.073
C: -3.000 1.536 -0.423  0.015
N: -0.806 -1.746 -1.686  -0.196
H: 4.192 3.537 -2.070  0.106
N: -0.179 -2.218 -0.644  0.107
H: -4.577 0.374 2.353  0.106
H: -2.393 0.368 -2.080  0.100
C: 3.509 2.714 -1.924  -0.070
C: 1.537 1.521 -2.549  -0.037
H: 2.383 -0.927 0.338  0.067
H: -1.875 -3.377 -2.378  0.138
O: -3.694 2.786 1.416  -0.070
H: 4.047 -3.666 2.058  0.100
H: -4.317 -1.725 1.118  0.123
H: 4.615 1.911 -0.278  0.099
N: 3.102 -0.205 0.301  0.145
H: -2.649 2.465 -0.843  0.122
O: 5.031 0.516 1.301  0.070
H: 3.172 -2.907 0.673  0.093
C: 0.812 -0.490 -1.391  -0.258
C: -3.950 -0.801 0.697  0.001
H: 4.852 -1.442 2.836  0.141
C: -2.015 -2.308 -2.196  -0.035
C: 4.025 -1.447 2.137  -0.184
C: 2.890 0.730 -0.699  -0.152
C: -3.315 -0.846 -0.545  -0.168
H: -5.360 2.592 2.642  0.098
H: 2.212 3.291 -3.535  0.100
O: -3.905 -3.092 -0.972  0.107
H: -3.783 2.320 3.439  0.098
C: 4.116 -0.278 1.214  -0.425
C: 3.753 1.804 -0.915  -0.001
N: -0.237 -0.676 -2.191  0.174
C: -3.180 -2.153 -1.197  -0.345
C: 2.400 2.578 -2.747  -0.089
C: -3.612 1.570 0.836  -0.267

Properties
- lowest unoccupied orbital energy (eV) = 0.05
- highest occupied orbital energy (eV) = -8.4
- Kohn-Sham gap (eV) = 8.433
- molar mass (g mol⁻¹) = 377.40
- structure (SMILES) = COc1ccc(C(=O)Cn2nnc(-c3ccccc3NC(=O)C3CC3)n2)cc1


ii.
Formula: C20H19N5O3
Source: the OMol25 dataset
Level of theory: ωB97M-V with the def2-TZVPD basis set

Each line ends with the Löwdin charge.
Cartesian coordinates (Å):
O: -0.106 3.308 1.223  0.061
H: -4.218 -4.491 1.046  0.100
O: 1.586 -0.837 1.488  0.030
H: -2.282 -1.020 -0.525  0.096
H: -2.036 2.912 0.147  0.114
N: -1.660 0.894 0.522  0.069
H: 6.183 -2.526 -1.985  0.107
H: -0.030 0.145 1.368  0.115
C: 3.566 -2.074 0.082  -0.011
C: 2.465 -0.119 1.021  -0.417
C: -3.118 -2.830 0.255  -0.074
H: 6.402 1.987 -0.978  0.100
C: 0.228 2.165 1.455  -0.443
C: 5.433 -0.640 -1.338  -0.021
N: -0.465 1.044 1.142  0.058
C: 4.495 0.048 -0.574  -0.199
H: -6.472 -0.947 0.315  0.108
C: -3.171 -1.519 -0.181  -0.030
H: 3.173 1.782 0.814  0.124
C: 3.539 -0.683 0.157  -0.046
C: -4.355 2.702 -1.176  -0.113
N: 2.509 1.199 1.297  0.101
N: -5.572 0.989 -1.289  0.024
C: -4.379 -0.824 -0.171  -0.158
C: -5.530 -1.476 0.278  -0.040
H: 5.114 3.211 -1.092  0.099
N: -5.511 2.275 -1.628  0.032
C: 5.439 -2.023 -1.385  -0.071
C: -2.351 1.872 0.083  -0.083
O: 4.460 1.414 -0.512  -0.114
H: 1.973 2.754 2.562  0.130
C: 5.368 2.169 -1.284  -0.065
H: 2.816 -2.610 0.645  0.118
H: 1.332 1.141 3.001  0.131
H: -6.374 0.439 -1.552  0.156
C: -4.468 0.550 -0.639  -0.146
C: -5.469 -2.786 0.713  -0.088
C: 4.501 -2.749 -0.675  -0.076
C: -4.263 -3.468 0.703  -0.090
C: -3.628 1.667 -0.543  -0.141
H: 5.255 1.962 -2.352  0.101
C: 1.548 1.827 2.175  -0.070
H: 6.174 -0.099 -1.904  0.102
H: -6.365 -3.276 1.066  0.101
H: -2.175 -3.356 0.247  0.103
H: 4.500 -3.827 -0.711  0.104
H: -4.057 3.723 -1.311  0.109

Properties
- lowest unoccupied orbital energy (eV) = 0.47
- highest occupied orbital energy (eV) = -8.0
- Kohn-Sham gap (eV) = 8.460
- molar mass (g mol⁻¹) = 377.40
- structure (SMILES) = COc1ccccc1C(=O)NCC(=O)N/N=C/c1cn[nH]c1-c1ccccc1


In order of decreasing stability: ii, i.


i.
Formula: C11H12NO2
Source: the OMol25 dataset
Level of theory: ωB97M-V with the def2-TZVPD basis set

Each line ends with the Löwdin charge.
Cartesian coordinates (Å):
H: -3.673 0.990 -2.011  0.052
H: -4.038 1.709 -0.286  0.105
H: -3.085 -0.307 1.926  0.103
H: 1.428 -2.254 -2.607  0.070
O: 3.765 -1.376 -1.284  0.025
H: 2.073 -2.962 -1.138  0.086
C: 0.718 0.465 1.714  -0.050
C: -1.063 0.990 -1.400  -0.073
N: 0.134 0.894 -0.731  -0.012
C: -2.018 -0.047 1.922  -0.084
C: -1.604 0.392 0.686  -0.265
O: 2.466 0.275 -1.830  0.025
C: 1.565 -2.039 -1.539  -0.014
H: -4.425 0.186 -0.794  0.006
H: -1.181 1.392 -2.370  0.069
C: -3.664 0.830 -0.956  -0.082
C: -0.180 0.640 0.624  -0.225
C: 2.655 -0.965 -1.484  -0.683
C: -2.250 0.654 -0.468  -0.220
H: -1.559 -0.813 3.837  0.063
C: -1.154 -0.331 2.971  -0.128
H: 0.677 0.230 3.995  0.079
H: 1.430 0.486 -1.505  0.090
H: 0.582 -1.704 -1.052  0.090
H: 1.734 0.778 1.609  0.086
C: 0.202 0.215 3.001  -0.110

Properties
- net charge = -1
- lowest unoccupied orbital energy (eV) = 3.53
- highest occupied orbital energy (eV) = -3.4
- Kohn-Sham gap (eV) = 6.906
- molar mass (g mol⁻¹) = 190.22


ii.
Formula: C11H12NO2
Source: the OMol25 dataset
Level of theory: ωB97M-V with the def2-TZVPD basis set

Each line ends with the Löwdin charge.
Cartesian coordinates (Å):
N: 0.366 -0.228 -0.001  0.078
C: -1.733 0.722 1.018  -0.016
H: -1.769 1.746 4.196  0.063
C: 0.535 0.706 2.003  -0.122
C: -2.158 1.392 2.135  -0.122
H: -0.359 -1.432 -5.920  0.068
C: -0.001 -0.779 -5.102  -0.054
H: -2.317 0.345 0.279  0.083
C: 1.815 -0.021 1.663  -0.296
H: 0.001 -0.317 -0.979  0.139
H: 3.500 -1.096 2.063  0.086
C: -0.356 0.498 0.920  -0.201
H: 0.776 1.207 4.206  0.118
C: 1.647 -0.472 0.374  -0.058
H: 2.426 -0.901 -0.260  0.133
H: -0.365 0.203 -5.306  0.055
C: 0.057 1.094 3.308  -0.022
H: 2.635 -0.671 3.511  0.113
C: -1.331 1.472 3.269  -0.135
H: 1.083 -0.943 -4.864  0.079
C: 2.988 -0.147 2.481  -0.122
C: -0.611 -1.127 -3.794  -0.862
O: -1.855 -1.137 -3.596  -0.116
H: -3.187 1.837 2.275  0.111
O: 0.121 -1.247 -2.834  -0.083
H: 3.784 0.658 2.593  0.082

Properties
- net charge = -1
- lowest unoccupied orbital energy (eV) = 3.23
- highest occupied orbital energy (eV) = -3.9
- Kohn-Sham gap (eV) = 7.110
- molar mass (g mol⁻¹) = 190.22


iii.
Formula: C11H12NO2
Source: the OMol25 dataset
Level of theory: ωB97M-V with the def2-TZVPD basis set

Each line ends with the Löwdin charge.
Cartesian coordinates (Å):
C: 1.374 -1.278 0.992  -0.065
C: 2.018 0.474 -0.784  -0.098
H: 1.325 1.154 -1.439  0.092
N: 0.292 -2.142 1.115  0.037
H: -2.274 -3.282 0.404  0.098
C: -0.669 -0.420 -1.986  0.020
O: -0.236 2.251 0.163  -0.074
H: 1.718 3.400 1.850  0.030
C: -2.540 -1.903 -1.284  -0.125
H: 1.455 1.763 1.716  0.057
C: 1.236 -0.549 -0.183  -0.294
C: -1.974 -0.952 -2.155  -0.085
C: -0.357 2.911 1.188  -0.814
H: -0.305 0.395 -2.554  0.088
H: 0.183 -3.000 1.599  0.115
H: 1.897 -1.100 1.970  0.128
H: 0.588 2.670 3.073  0.024
C: -0.650 -1.819 0.064  -0.168
H: 2.573 -0.030 -1.745  0.123
C: 0.934 2.725 2.086  -0.037
O: -1.266 3.677 1.507  -0.081
H: -3.494 -2.179 -1.531  0.059
H: 2.651 1.058 -0.164  0.054
C: -1.896 -2.466 -0.205  -0.021
H: -2.535 -0.490 -2.925  0.076
C: -0.047 -0.868 -0.770  -0.141

Properties
- net charge = -1
- lowest unoccupied orbital energy (eV) = 3.29
- highest occupied orbital energy (eV) = -3.8
- Kohn-Sham gap (eV) = 7.045
- molar mass (g mol⁻¹) = 190.22


In order of decreasing stability: ii, i, iii.


i.
Formula: C4H7BrNS
Source: the OMol25 dataset
Level of theory: ωB97M-V with the def2-TZVPD basis set

Each line ends with the Löwdin charge.
Cartesian coordinates (Å):
C: -1.369 -0.024 0.894  -0.017
H: -1.394 -0.407 -1.169  0.168
H: -1.252 -0.895 1.551  0.122
H: 0.399 1.624 -0.212  0.116
H: -0.803 0.815 1.389  0.094
C: 0.093 0.895 -0.940  -0.557
H: 2.469 -1.143 0.180  0.050
C: 1.678 -0.561 0.578  -0.564
S: 1.803 0.220 1.981  0.845
H: 1.022 -1.163 -1.360  0.194
Br: -0.084 1.152 -2.859  0.837
C: 0.650 -0.419 -0.513  -0.312
H: -2.425 0.064 0.875  0.103
N: -0.787 -0.159 -0.393  -0.078

Properties
- net charge = +1
- lowest unoccupied orbital energy (eV) = -5.14
- highest occupied orbital energy (eV) = -13.5
- Kohn-Sham gap (eV) = 8.308
- molar mass (g mol⁻¹) = 181.08
- structure (SMILES) = C[N@H+]1[C@H](Br)[C@H]1C=S


ii.
Formula: C4H7BrNS
Source: the OMol25 dataset
Level of theory: ωB97M-V with the def2-TZVPD basis set

Each line ends with the Löwdin charge.
Cartesian coordinates (Å):
H: -0.421 -2.139 -1.772  0.111
C: 0.756 0.878 1.042  -0.199
C: -0.435 -0.604 -0.360  -0.579
Br: -0.251 3.484 0.248  0.770
H: 0.437 1.254 2.008  0.125
C: -0.970 -1.896 -0.861  -0.021
H: -0.798 -2.704 -0.157  0.100
H: -2.017 -1.807 -1.128  0.104
H: 0.503 -1.245 1.318  0.183
H: 1.843 0.813 1.121  0.137
H: 1.354 1.831 -0.800  0.067
S: -0.754 0.833 -1.202  1.063
N: 0.278 -0.469 0.715  0.063
C: 0.475 1.770 -0.173  -0.924

Properties
- net charge = +1
- lowest unoccupied orbital energy (eV) = -4.29
- highest occupied orbital energy (eV) = -14.4
- Kohn-Sham gap (eV) = 10.072
- molar mass (g mol⁻¹) = 181.08


In order of decreasing stability: ii, i.


i.
Formula: C4H7BrNS
Source: the OMol25 dataset
Level of theory: ωB97M-V with the def2-TZVPD basis set

Each line ends with the Löwdin charge.
Cartesian coordinates (Å):
H: 0.767 1.978 1.725  0.092
C: -0.427 0.474 0.682  -0.256
Br: 0.883 -1.983 -0.309  0.743
C: 0.704 1.230 0.874  -0.471
C: 2.037 0.737 -1.450  -0.362
C: -0.634 -0.676 0.014  -0.623
S: 2.191 1.267 0.088  1.018
H: -2.356 -1.297 -0.656  0.139
H: -1.244 0.910 1.196  0.109
H: 1.163 0.457 -2.021  0.028
N: -1.965 -1.152 0.224  0.161
H: -1.802 -2.111 0.670  0.191
H: -2.371 -0.499 0.911  0.173
H: 3.054 0.664 -1.948  0.059

Properties
- net charge = +1
- lowest unoccupied orbital energy (alpha / beta) (eV) = -4.61 / -4.62
- highest occupied orbital energy (alpha / beta) (eV) = -11.6 / -11.6
- Kohn-Sham gap (alpha / beta) (eV) = 7.014 / 7.012
- molar mass (g mol⁻¹) = 181.08


ii.
Formula: C4H7BrNS
Source: the OMol25 dataset
Level of theory: ωB97M-V with the def2-TZVPD basis set

Each line ends with the Löwdin charge.
Cartesian coordinates (Å):
H: 1.161 0.090 1.732  0.066
H: -1.497 0.171 0.989  0.097
H: -1.794 1.610 0.132  0.119
H: -0.573 1.612 1.325  0.107
Br: 3.029 0.846 0.009  0.624
H: -0.455 -2.706 -1.224  0.120
C: -0.438 -0.546 -1.148  -0.106
H: -1.215 -0.114 -1.788  0.151
C: -1.037 1.007 0.581  0.012
C: 1.259 -0.089 0.669  -0.785
S: 1.091 -1.862 0.499  0.987
C: -0.094 -1.751 -0.777  -0.354
N: 0.107 0.490 -0.173  -0.206
H: 0.456 1.243 -0.826  0.168

Properties
- net charge = +1
- lowest unoccupied orbital energy (eV) = -4.36
- highest occupied orbital energy (eV) = -13.6
- Kohn-Sham gap (eV) = 9.285
- molar mass (g mol⁻¹) = 181.08
- structure (SMILES) = C[N@@H+]1C=CS[C@H]1Br


In order of decreasing stability: ii, i.


i.
Formula: C3H4CoO4
Source: the OMol25 dataset
Level of theory: ωB97M-V with the def2-TZVPD basis set

Each line ends with the Löwdin spin population.
Cartesian coordinates (Å):
O: -0.892 0.323 -0.252  0.026
C: 0.412 0.765 -0.904  0.072
H: 0.999 2.915 -0.789  0.049
Co: -0.888 -2.698 1.272  2.826
H: 0.177 0.973 -1.957  0.008
H: 0.432 -2.187 2.360  0.134
O: 1.245 1.930 0.977  0.574
C: -1.191 -0.938 -0.032  0.024
O: -2.036 -1.194 0.883  0.092
O: -0.422 -1.882 -0.388  0.112
H: 1.220 0.023 -0.964  -0.001
C: 0.944 1.971 -0.207  0.084

Properties
- net charge = +1
- lowest unoccupied orbital energy (alpha / beta) (eV) = -6.64 / -10.72
- highest occupied orbital energy (alpha / beta) (eV) = -13.3 / -13.8
- Kohn-Sham gap (alpha / beta) (eV) = 6.664 / 3.124
- molar mass (g mol⁻¹) = 162.99
- 2S+1 = 5


ii.
Formula: C3H4CoO4
Source: the OMol25 dataset
Level of theory: ωB97M-V with the def2-TZVPD basis set

Each line ends with the Löwdin spin population.
Cartesian coordinates (Å):
O: -0.915 -1.215 -1.016  0.095
H: -1.310 0.230 1.734  0.025
H: 0.531 -1.552 0.775  0.016
H: 2.621 -0.702 0.820  0.013
Co: 1.787 0.620 -1.155  2.822
C: -1.410 -0.047 -1.383  0.070
O: 2.126 0.075 0.545  0.326
O: -1.768 0.576 -0.239  0.020
C: 0.155 -0.593 0.419  0.493
O: -0.730 0.617 -2.178  0.021
C: -0.785 0.502 0.809  0.085
H: -0.302 1.488 0.870  0.013

Properties
- net charge = +1
- lowest unoccupied orbital energy (alpha / beta) (eV) = -6.75 / -8.00
- highest occupied orbital energy (alpha / beta) (eV) = -13.6 / -14.3
- Kohn-Sham gap (alpha / beta) (eV) = 6.848 / 6.312
- molar mass (g mol⁻¹) = 162.99
- 2S+1 = 5


iii.
Formula: C3H4CoO4
Source: the OMol25 dataset
Level of theory: ωB97M-V with the def2-TZVPD basis set

Each line ends with the Löwdin spin population.
Cartesian coordinates (Å):
H: 2.546 2.750 1.540  0.001
O: -0.797 -2.399 -0.329  0.103
C: 1.550 1.237 0.919  0.243
C: 0.703 0.717 0.031  0.312
H: 0.220 1.273 -0.770  0.008
O: 1.870 2.551 0.887  0.233
O: 0.504 -0.656 0.048  0.163
H: 2.010 0.621 1.695  0.004
C: -0.599 -1.164 -0.484  0.028
Co: -2.494 -2.015 -1.156  2.793
O: -1.448 -0.441 -1.074  0.083
H: -4.066 -2.473 -1.307  0.030

Properties
- net charge = +1
- lowest unoccupied orbital energy (alpha / beta) (eV) = -4.75 / -8.99
- highest occupied orbital energy (alpha / beta) (eV) = -12.9 / -13.2
- Kohn-Sham gap (alpha / beta) (eV) = 8.129 / 4.212
- molar mass (g mol⁻¹) = 162.99
- 2S+1 = 5


In order of decreasing stability: iii, i, ii.


i.
Formula: C4H4P2
Source: the OMol25 dataset
Level of theory: ωB97M-V with the def2-TZVPD basis set

Each line ends with the Löwdin charge.
Cartesian coordinates (Å):
C: 0.176 -0.726 -1.005  -0.225
C: 0.511 0.340 0.027  -0.598
H: 0.905 -1.504 -1.203  0.041
H: 1.482 0.645 -0.077  0.076
P: -1.330 -1.294 -0.020  0.653
P: -2.060 0.830 0.065  0.670
C: -0.522 1.476 0.002  -0.457
C: 0.090 -0.665 1.168  -0.179
H: 0.838 -1.461 1.269  0.020
H: -0.091 2.359 -0.227  -0.002

Properties
- lowest unoccupied orbital energy (alpha / beta) (eV) = -0.55 / -0.55
- highest occupied orbital energy (alpha / beta) (eV) = -8.8 / -8.8
- Kohn-Sham gap (alpha / beta) (eV) = 8.260 / 8.259
- molar mass (g mol⁻¹) = 114.02


ii.
Formula: C4H4P2
Source: the OMol25 dataset
Level of theory: ωB97M-V with the def2-TZVPD basis set

Each line ends with the Löwdin charge.
Cartesian coordinates (Å):
C: -1.200 0.173 0.801  -0.126
P: 1.966 0.614 0.068  0.315
H: -2.038 0.396 1.586  0.132
P: 3.349 -0.770 0.084  0.137
C: 0.115 0.112 -0.862  -0.420
H: -1.687 1.320 -1.196  0.092
H: 0.360 -0.446 -1.778  0.087
H: 0.371 -1.437 1.203  0.061
C: -0.179 -0.675 0.673  -0.137
C: -1.058 0.714 -0.579  -0.140

Properties
- lowest unoccupied orbital energy (alpha / beta) (eV) = -1.01 / -1.41
- highest occupied orbital energy (alpha / beta) (eV) = -7.8 / -7.8
- Kohn-Sham gap (alpha / beta) (eV) = 6.799 / 6.373
- molar mass (g mol⁻¹) = 114.02


In order of decreasing stability: i, ii.